# 1
The following is a DFT calculation (wB97M-V/def2-TZVPD) of a cluster of 4 separate species, C4H17N2O4S in total at a distorted geometry.

Geometry as XYZ:
```
28
Properties=species:S:1:pos:R:3:lowdin_charge:R:1
H 2.254 -1.961 0.588 -0.02
H 1.328 0.703 0.398 0.03
N 1.215 1.370 -0.350 0.02
N -1.088 -0.831 0.143 0.00
C -1.352 -0.178 1.458 -0.36
H -0.199 -1.318 0.219 0.09
C 0.464 0.646 -1.371 -0.28
O 1.873 -1.153 2.091 -0.16
H -1.609 1.029 -0.864 0.15
H 0.504 1.286 -2.271 0.08
H 0.727 2.152 0.073 0.05
H 3.192 -1.758 -0.573 0.03
H 0.931 -0.652 2.008 0.00
O -0.228 0.148 2.193 -0.28
H -0.967 1.036 -3.674 -0.19
H -1.231 2.633 1.845 -0.04
H -1.975 -0.836 2.121 0.10
H -2.339 -1.404 -1.922 0.06
C -1.386 -0.869 -2.075 -0.49
H -0.625 -1.665 -2.281 0.07
H 2.220 -0.771 2.900 0.03
S -1.566 -0.161 -3.838 0.60
H -2.052 0.689 1.421 0.10
H 1.139 -0.214 -1.552 0.10
O -0.376 2.605 2.286 -0.23
C -0.948 0.137 -1.011 -0.37
H -0.246 1.494 2.412 0.01
O 2.339 -2.155 -0.374 -0.10
```

Values from the calculation:
Total charge ... -1
LUMO level ... 2.976 eV
Orbital gap ... 0.2984 Ha
Multiplicity ... 1


# 2
The following is a DFT calculation (wB97M-V/def2-TZVPD) of a cluster of 5 separate species, C4H17N2O5S in total at a distorted geometry.

Geometry as XYZ:
```
29
Properties=species:S:1:pos:R:3:lowdin_charge:R:1
C -1.443 -1.415 0.412 -0.69
O -0.203 1.325 3.723 -0.11
O 1.952 -1.698 2.235 -0.14
C -0.931 -0.009 0.013 -0.39
H 2.176 -1.291 -1.335 0.05
H 1.490 0.911 -2.210 0.11
O 0.452 -2.152 -3.443 -0.08
H 1.552 -2.434 2.697 -0.01
C -2.113 0.870 0.124 -0.22
H 0.027 4.129 -0.818 0.03
H 1.266 1.332 -0.536 0.10
H -0.206 0.431 0.710 0.11
H -1.208 3.073 -1.032 0.01
H 1.255 -1.098 1.945 -0.07
H -0.264 -1.889 -2.840 0.02
S -1.153 -1.727 2.150 0.32
H -0.648 0.350 -2.042 0.10
N 2.291 -0.372 -0.915 0.00
H -2.641 0.827 1.080 0.13
H -0.879 -2.103 -0.259 0.06
H 2.350 -0.596 0.084 0.04
H -0.739 0.519 3.753 -0.03
H 0.714 1.047 3.793 0.02
O -0.263 3.255 -1.073 -0.05
N -0.175 -0.153 -1.298 -0.01
C 1.169 0.485 -1.224 -0.34
H 1.238 -1.653 -3.209 0.00
O -2.552 1.572 -0.774 0.00
H -2.519 -1.536 0.289 0.03
```

Values from the calculation:
Total charge ... -1
LUMO level ... 2.968 eV
Orbital gap ... 0.2397 Ha
Multiplicity ... 1


# 3
The following is a DFT calculation (wB97M-V/def2-TZVPD) of a cluster of 4 separate species, C4H17NO3 in total at a distorted geometry.

Geometry as XYZ:
```
25
Properties=species:S:1:pos:R:3:lowdin_charge:R:1
H 0.435 0.968 0.279 0.08
H -3.305 0.231 -1.073 0.03
H 3.291 -1.813 -1.464 0.06
H -0.892 -0.024 -0.227 0.06
H -1.709 3.108 1.535 0.05
C 1.534 -1.487 -0.358 -0.44
O -1.548 3.039 0.579 -0.05
H -2.405 1.523 -1.260 -0.01
C -0.023 0.494 -0.616 -0.12
H -0.433 1.282 -1.186 0.03
H -1.455 3.954 0.278 0.05
O -2.583 -0.017 2.175 -0.06
H 2.905 -0.572 1.302 0.09
H 0.715 -2.166 -0.170 0.12
H 0.851 -0.812 -2.302 0.12
N 2.621 -2.354 -0.908 0.01
H -3.405 -0.327 2.586 0.05
H 1.875 0.360 -1.433 0.10
H -2.783 0.215 1.267 0.00
H 1.860 -1.943 1.647 0.07
C 1.931 -1.038 1.052 -0.09
O -2.940 0.861 -1.701 -0.05
H 1.170 -0.426 1.484 0.04
C 1.065 -0.350 -1.313 -0.18
H 3.228 -2.705 -0.172 0.05
```

Values from the calculation:
Total charge ... 0
LUMO level ... 0.331 eV
Orbital gap ... 0.3425 Ha
Multiplicity ... 1


# 4
The following is a DFT calculation (wB97M-V/def2-TZVPD) of a cluster of 4 separate species, C4H17NO3 in total at a distorted geometry.

Geometry as XYZ:
```
25
Properties=species:S:1:pos:R:3:lowdin_charge:R:1
C 0.267 0.174 -2.523 0.00
O 2.982 2.650 4.324 -0.06
O -3.766 -0.705 -0.961 -0.05
O -0.482 2.348 3.727 0.00
H -0.687 -2.562 -2.368 0.19
H 3.279 3.521 4.776 0.10
H 0.233 -0.533 -3.284 0.06
H 0.355 -0.300 0.552 0.19
H -0.620 -2.480 -0.364 0.15
H -1.402 0.188 0.442 0.13
H -0.186 1.335 -0.053 0.10
N -0.538 -0.527 -1.445 -0.08
C -0.448 0.284 -0.203 -0.04
H 1.564 -2.454 -2.625 0.12
H -0.641 1.553 4.224 0.04
C 1.319 -2.436 -1.476 -0.07
C -0.227 -2.024 -1.347 -0.16
H -2.990 -0.188 -1.102 -0.04
H 1.974 -1.666 -1.006 0.08
H -4.394 0.036 -1.110 0.07
H 2.608 2.790 3.516 -0.05
H 1.338 0.453 -2.262 0.15
H -0.638 2.931 4.370 -0.04
H -0.489 0.967 -2.835 0.14
H 1.586 -3.353 -0.969 0.08
```

Values from the calculation:
⟨S²⟩ ... 0.755
Total charge ... +1
LUMO level (spin up / spin down) ... -2.952 / -7.761 eV
Orbital gap (spin up / spin down) ... 0.3835 / 0.2068 Ha
Multiplicity ... 2


# 5
The following is a DFT calculation (wB97M-V/def2-TZVPD) of a cluster of 5 separate species, C4H17NO5 in total at a distorted geometry.

Geometry as XYZ:
```
27
Properties=species:S:1:pos:R:3:lowdin_charge:R:1
O 3.526 -0.037 -0.144 0.04
N 1.571 -0.745 1.086 0.11
H -2.189 -0.121 -1.196 0.04
H 2.162 -1.220 1.796 0.11
H -0.486 1.598 -0.265 0.04
C 1.309 0.796 -0.844 -0.32
H -1.891 3.835 1.059 0.03
H 0.898 2.854 -0.032 0.08
H -0.327 -4.224 1.169 0.08
O -0.071 -3.509 0.563 -0.03
H -1.311 3.412 -0.306 -0.02
O -1.148 3.760 0.507 -0.01
H -0.591 -0.197 -1.460 0.08
O -1.392 -2.027 2.165 -0.01
H -1.807 -2.823 1.936 0.00
H 0.629 1.619 1.162 0.12
H 1.065 -1.140 -1.834 0.05
H -3.495 0.503 -1.120 -0.03
C 0.584 -0.222 -1.752 -0.04
C 2.312 0.007 0.094 -0.43
H 0.815 -0.299 1.698 0.11
H 0.353 0.041 -2.782 0.07
O -2.709 0.676 -1.492 -0.03
H 1.796 1.428 -1.560 0.12
C 0.532 1.830 -0.006 -0.08
H -0.639 -2.127 1.692 -0.09
H 0.503 -3.668 -0.135 0.02
```

Values from the calculation:
Total charge ... 0
LUMO level ... 0.276 eV
Orbital gap ... 0.3608 Ha
Multiplicity ... 1


# 6
The following is a DFT calculation (wB97M-V/def2-TZVPD) of a structure of composition C4H17NO5S at a distorted geometry.

Geometry as XYZ:
```
28
Properties=species:S:1:pos:R:3:lowdin_charge:R:1
H -1.660 2.582 1.158 -0.03
H -0.048 4.226 0.891 -0.03
C -0.467 -0.228 -1.562 -0.48
O -0.749 2.826 1.324 -0.28
H 0.000 -2.208 -2.427 0.06
H 1.484 -2.771 2.358 0.00
H -0.940 -2.196 0.690 0.01
H 1.578 0.837 -0.536 0.11
H -0.258 0.650 -2.191 0.10
S 1.463 -0.766 -3.574 0.61
H -0.355 -1.538 1.884 0.02
H -2.246 -1.433 -1.084 0.07
H -2.484 0.223 -1.873 0.07
H 1.709 -0.518 0.592 0.10
H -1.999 -1.019 -2.861 0.07
H 1.224 4.864 0.268 0.00
O 2.062 -3.099 3.061 -0.07
O 0.347 5.100 0.589 -0.15
H 1.418 -3.293 3.752 0.03
H -0.954 0.466 0.319 0.11
C 1.055 0.328 0.300 -0.39
C 0.519 -1.288 -2.130 -0.61
O 0.947 1.106 1.427 -0.18
O -0.846 -2.337 1.645 -0.08
C -1.926 -0.706 -1.818 -0.06
N -0.275 -0.130 -0.134 -0.05
H 1.268 -1.634 -1.415 0.06
H 0.131 1.955 1.347 -0.02
```

Values from the calculation:
⟨S²⟩ ... 0.753
Total charge ... -1
LUMO level (spin up / spin down) ... 2.801 / 0.423 eV
Orbital gap (spin up / spin down) ... 0.2911 / 0.2036 Ha
Multiplicity ... 2


# 7
The following is a DFT calculation (wB97M-V/def2-TZVPD) of a structure of composition C4H18HgO6 at a distorted geometry.

Geometry as XYZ:
```
29
Properties=species:S:1:pos:R:3:lowdin_charge:R:1
O -0.113 0.965 -13.179 -0.09
Hg -2.319 4.902 -12.671 0.44
O -0.559 5.222 -9.290 -0.10
C -4.173 9.756 -11.109 -0.35
H -5.881 10.618 -9.914 0.06
H 0.364 5.415 -9.127 0.03
O -4.822 8.840 -11.975 -0.09
O 0.423 7.055 -13.899 -0.11
H -3.664 9.147 -10.362 0.12
O -3.211 5.412 -16.674 -0.08
H -3.950 5.788 -17.151 0.03
H -4.464 11.565 -9.735 0.06
O -5.452 3.586 -11.529 -0.12
H -3.268 10.165 -11.559 0.11
C 1.760 -0.649 -12.849 -0.10
H 1.493 -1.334 -13.653 0.07
H -5.274 11.640 -11.250 0.06
H -5.795 2.713 -11.334 0.03
H 1.100 0.806 -11.551 0.12
C -4.995 10.945 -10.458 -0.08
H 1.234 7.221 -13.419 0.03
H -1.017 5.574 -8.527 0.03
H 2.408 0.109 -13.291 0.07
H -0.038 -0.512 -11.692 0.10
H 0.673 7.118 -14.821 0.03
H -2.448 5.615 -17.215 0.03
H 2.409 -1.087 -12.090 0.07
H -6.140 4.003 -12.049 0.03
C 0.590 0.166 -12.270 -0.39
```

Values from the calculation:
Total charge ... 0
LUMO level ... -5.226 eV
Orbital gap ... 0.0626 Ha
Multiplicity ... 1


# 8
The following is a DFT calculation (wB97M-V/def2-TZVPD) of a cluster of 4 separate species, C4H18N2O3 in total at a distorted geometry.

Geometry as XYZ:
```
27
Properties=species:S:1:pos:R:3:lowdin_charge:R:1
H -2.233 -2.112 -0.331 -0.01
O -3.061 0.701 0.569 -0.05
C 0.010 -1.307 1.072 -0.31
H -2.159 0.440 0.346 -0.02
H 2.461 -0.477 -3.122 0.05
H -0.843 -0.648 1.125 0.07
H 2.905 -0.394 -1.660 0.04
C 0.888 0.973 1.580 -0.23
O 2.126 -0.456 -2.221 -0.05
N 0.121 -1.871 -0.256 0.02
H 2.046 1.032 -0.172 0.07
H -0.594 2.576 -0.309 0.08
C 1.294 1.680 0.275 -0.23
H -0.129 1.122 1.921 0.11
H -3.568 -1.479 -0.579 0.01
H 0.361 2.111 -1.710 0.07
H -0.152 -2.205 1.672 0.11
H 2.018 -0.793 1.368 0.10
H -0.432 0.914 -0.810 0.05
H 0.667 -2.705 -0.375 0.07
H -3.398 1.029 -0.274 0.05
C 0.129 1.849 -0.682 -0.11
H 1.542 1.332 2.384 0.10
H 0.147 -1.249 -1.051 0.04
N 1.090 -0.496 1.628 -0.06
O -3.005 -2.190 -0.914 -0.08
H 1.769 2.624 0.526 0.10
```

Values from the calculation:
Total charge ... 0
LUMO level ... 0.420 eV
Orbital gap ... 0.3268 Ha
Multiplicity ... 1


# 9
The following is a DFT calculation (wB97M-V/def2-TZVPD) of a cluster of 5 separate species, C4H18N2O4 in total at a distorted geometry.

Geometry as XYZ:
```
28
Properties=species:S:1:pos:R:3:lowdin_charge:R:1
H -2.933 -0.465 -1.502 0.08
O -1.520 1.840 1.743 -0.05
H 1.253 2.338 -2.391 0.12
H 2.175 2.510 -0.100 0.11
O -1.646 -1.769 1.827 -0.06
H 3.276 -0.847 1.071 0.04
H -3.077 -1.861 -0.798 0.06
C 1.742 0.480 0.478 -0.37
H -0.804 0.455 -1.701 -0.02
O -0.191 -3.480 -0.830 -0.04
N -0.515 1.305 -2.018 0.02
H 0.697 -1.085 1.360 0.02
C 1.327 1.831 -0.349 -0.14
H -0.196 0.430 1.309 0.07
H 1.343 0.477 -2.023 0.11
H -1.890 -2.094 2.681 0.03
H -2.494 1.804 1.490 0.10
H -0.937 -2.377 1.505 0.04
H 3.865 0.533 0.221 0.04
O -2.403 -1.177 -1.025 -0.10
C 2.985 0.029 0.541 -0.01
C 0.955 1.464 -1.750 -0.26
H -1.418 1.123 2.301 -0.02
H 0.583 2.366 0.184 0.07
H 0.703 -3.148 -0.871 0.03
H -0.962 2.098 -1.576 0.06
N 0.706 -0.140 1.209 0.09
H -0.622 -2.639 -0.987 -0.01
```

Values from the calculation:
Total charge ... 0
LUMO level ... 0.189 eV
Orbital gap ... 0.2918 Ha
Multiplicity ... 1


# 10
The following is a DFT calculation (wB97M-V/def2-TZVPD) of a cluster of 4 separate species, C4H18N3O3 in total at a distorted geometry.

Geometry as XYZ:
```
28
Properties=species:S:1:pos:R:3:lowdin_charge:R:1
H -1.709 1.627 -2.108 0.08
H 2.899 0.652 0.972 -0.02
H -1.031 -2.433 1.438 0.12
H 0.269 -1.791 -0.496 0.16
H 2.621 0.121 2.409 0.10
H 0.033 -1.286 2.320 0.13
H 1.313 -1.446 0.654 0.09
H -2.812 0.452 -2.786 0.10
H 0.845 3.436 -2.673 0.04
H -0.611 2.208 -0.463 0.16
H -2.715 -1.175 1.233 0.13
N 0.353 -1.216 0.356 0.08
O 2.371 0.149 1.457 -0.01
C -2.610 0.233 -0.822 -0.16
H 0.497 -0.064 0.063 0.20
C -1.847 -0.495 1.410 -0.14
H -1.726 0.044 2.333 0.10
H 3.737 -2.363 -0.939 0.10
C -1.744 0.504 0.248 -0.43
C -0.652 -1.413 1.453 -0.16
H -0.863 1.802 1.280 0.16
H -3.345 -0.655 -0.830 0.15
H 4.059 -2.000 0.587 0.06
N -2.453 0.929 -1.964 0.05
O 3.532 -1.691 -0.189 -0.11
N -0.661 1.335 0.289 0.03
O 0.680 2.498 -2.553 -0.08
H 1.569 2.037 -2.682 0.09
```

Values from the calculation:
Total charge ... +1
LUMO level ... -2.784 eV
Orbital gap ... 0.2728 Ha
Multiplicity ... 1


# 11
The following is a DFT calculation (wB97M-V/def2-TZVPD) of a cluster of 4 separate species, C4H18NO3 in total at a distorted geometry.

Geometry as XYZ:
```
26
Properties=species:S:1:pos:R:3:lowdin_charge:R:1
H -2.747 -0.516 0.051 0.08
C 0.409 1.498 1.764 -0.01
C -0.916 0.217 -1.618 -0.02
H -1.235 1.072 -2.193 0.08
H 2.577 -1.469 1.193 0.08
H 0.160 2.572 1.596 0.12
C -1.051 0.743 -0.148 -0.35
H 2.534 -2.010 -0.215 0.08
N 0.358 0.779 0.444 -0.01
O -1.966 -3.211 -0.903 -0.05
H -1.835 -0.370 -1.723 0.08
H 1.104 1.205 -0.143 0.11
H 0.661 -0.205 0.705 0.13
H -1.640 -0.858 1.441 0.13
O 2.809 1.378 -0.827 -0.02
H -0.341 1.056 2.489 0.11
H -1.450 1.745 -0.148 0.13
O 2.125 -1.323 0.336 -0.06
H 1.464 1.445 2.088 0.10
H 3.623 1.073 -0.452 0.06
C -2.055 -0.007 0.726 -0.05
H -2.401 0.757 1.454 0.09
H 2.625 1.252 -1.750 0.06
H -1.214 -2.632 -0.945 -0.01
H -1.642 -4.067 -1.236 0.06
H 0.043 -0.123 -1.984 0.08
```

Values from the calculation:
Total charge ... +1
LUMO level ... -3.093 eV
Orbital gap ... 0.4148 Ha
Multiplicity ... 1


# 12
The following is a DFT calculation (wB97M-V/def2-TZVPD) of a cluster of 4 separate species, C4H18NO3 in total at a distorted geometry.

Geometry as XYZ:
```
26
Properties=species:S:1:pos:R:3:lowdin_charge:R:1
H 2.263 2.472 1.154 0.08
H -2.745 -2.626 2.835 0.05
H -3.071 -1.299 3.372 0.05
H -0.085 -0.860 2.311 0.10
H -1.058 0.072 1.486 0.12
H 0.948 -0.381 -1.677 0.12
H 1.775 -0.504 0.396 0.13
H 0.973 2.508 -2.506 0.07
O -2.398 -1.724 2.823 -0.06
H 1.033 1.874 0.031 0.04
H -1.837 -0.996 -3.905 0.06
C 0.738 -0.820 0.395 -0.11
H 1.697 0.750 2.623 0.11
N 0.203 -0.522 -1.000 0.17
C 0.022 -0.102 1.524 -0.21
H 0.627 -1.896 0.484 0.13
H 1.207 1.453 -3.492 0.07
C 1.237 2.134 1.073 -0.09
H -0.236 0.385 -0.996 0.12
O 1.099 1.548 -2.533 -0.05
H -0.462 -1.203 -1.363 0.13
H 0.267 1.479 2.953 0.11
H 0.652 3.057 1.154 0.08
H -0.824 -2.170 -3.737 0.06
C 0.800 1.080 2.086 -0.25
O -1.082 -1.308 -3.394 -0.04
```

Values from the calculation:
Total charge ... +1
LUMO level ... -2.807 eV
Orbital gap ... 0.4175 Ha
Multiplicity ... 1